Record 1
Computed, not measured: 2 unconnected molecules or ions with the total composition C3H10NO, with the ωB97M-V functional and the def2-TZVPD basis.

```
15
Properties=species:S:1:pos:R:3:forces:R:3
C -1.55745 0.54336 0.72826 0.1583 0.0210 1.2879
N -0.23646 0.50751 1.49068 0.0752 0.8622 -1.1357
H -1.94654 -0.46303 0.76140 -0.1728 -0.1309 -0.3748
H -2.21523 1.20746 1.28669 -0.0509 -0.0693 -0.1087
H -1.37046 0.93424 -0.25953 0.0493 -0.1908 -0.1323
H 0.48898 0.09069 0.86579 -0.5170 -0.0326 0.8233
H -0.30706 0.12179 2.42800 0.0447 -0.2881 -0.0655
H 0.09220 1.47397 1.56293 -0.0176 -0.0817 0.2745
C 0.73410 -1.57988 -1.05143 0.2244 -0.8222 0.4764
C 1.09781 -0.41579 -1.54078 -0.1701 0.0571 0.5680
O 0.88710 0.77539 -0.80861 1.2852 -0.7492 -1.5815
H 0.58604 -1.78726 0.00668 -0.6581 0.3386 -0.1062
H 0.73032 -2.47888 -1.65043 0.4206 0.1149 -0.1564
H 1.66154 -0.34806 -2.46337 -0.5718 0.4403 -0.2789
H 1.35508 1.41851 -1.35627 -0.0993 0.5307 0.5099
```
Forces are in eV/Å.

Properties
charge	+1
energy relative to the best compared isomer or geometry (same formula, charge and spin)	126.92	kJ/mol
LUMO	-3.42	eV
max |F|	2.171	eV Å⁻¹
frontier orbital gap	0.3705	Ha

=====

Record 2
Computed, not measured: 2 unconnected molecules or ions with the total composition C3H10NO, with the ωB97M-V functional and the def2-TZVPD basis.

```
15
Properties=species:S:1:pos:R:3:forces:R:3
C -0.34993 0.90653 1.61237 0.6575 -0.1980 0.1185
N 0.03947 -0.47273 2.07538 0.8619 0.3017 -0.4194
H -1.07751 0.77375 0.82198 -0.0823 0.2570 0.0186
H 0.56716 1.34951 1.23625 -0.1292 0.0473 -0.2724
H -0.66711 1.49958 2.44686 -0.5617 0.0949 0.3408
H -0.75975 -1.07227 2.26952 0.0943 -0.0940 0.0548
H 0.61080 -0.84002 1.30045 -0.5541 -0.3854 -0.2931
H 0.69237 -0.45948 2.85962 -0.3989 0.0959 0.3471
C -0.70925 0.65982 -1.93247 0.5870 -0.0379 0.6297
C -0.03651 -0.46591 -1.72682 -0.5726 -0.2818 -0.0781
O 0.88962 -0.54392 -0.69187 0.8685 0.2853 -0.2721
H -0.19692 1.56355 -1.61502 -0.5889 0.1167 0.5356
H -1.72440 0.69888 -2.29480 0.3325 0.0099 -0.9319
H -0.16043 -1.39036 -2.28176 -0.4234 -0.1423 0.3520
H 1.71457 -0.95843 -0.97979 -0.0904 -0.0695 -0.1301
```
Forces are in eV/Å.

Properties
charge	+1
energy relative to the best compared isomer or geometry (same formula, charge and spin)	132.73	kJ/mol
LUMO	-3.63	eV
max |F|	1.005	eV Å⁻¹
frontier orbital gap	0.3483	Ha

=====

Record 3
Computed, not measured: 3 unconnected molecules or ions with the total composition C3H10NO, with the ωB97M-V functional and the def2-TZVPD basis.

```
15
Properties=species:S:1:pos:R:3:forces:R:3
C -0.45198 -1.24417 0.19754 0.0922 -0.4399 -0.8746
C -0.72084 0.20675 0.32102 -1.8525 -1.2651 1.6697
C -0.46272 0.75889 1.54886 -1.1238 1.7978 -0.2988
N -1.46091 0.83498 -0.65845 4.5801 0.0310 -0.7346
H 0.15470 -1.58560 1.03744 0.0360 -0.0014 -0.3958
H 0.03106 -1.47844 -0.79011 0.1614 0.3380 0.5091
H -1.33154 -1.89078 0.11678 -0.2984 0.3358 0.1193
H -0.52544 1.84291 1.70406 -0.0011 -0.3463 -0.0661
H -0.47397 0.15888 2.44695 0.7758 -0.2561 -0.1048
H -1.11442 0.43621 -1.58737 -0.4629 -0.6718 -0.6702
H -1.24015 1.83062 -0.80719 -0.7586 0.3137 0.9070
H 0.33953 0.47877 -1.86513 -1.3038 0.1075 -0.0634
H 3.14330 -0.39648 -0.64004 0.2231 -0.0155 0.0091
H 1.74077 0.12820 -0.86608 0.3314 -0.0256 0.0765
O 2.37259 -0.08074 -0.15828 -0.3990 0.0977 -0.0825
```
Forces are in eV/Å.

Properties
charge	+1
energy relative to the best compared isomer or geometry (same formula, charge and spin)	665.52	kJ/mol
LUMO	-8.90	eV
max |F|	4.639	eV Å⁻¹
frontier orbital gap	0.2104	Ha

=====

Record 4
Computed, not measured: 2 unconnected molecules or ions with the total composition C3H10NO2, with the ωB97M-V functional and the def2-TZVPD basis.

```
16
Properties=species:S:1:pos:R:3:forces:R:3
C 0.20415 -0.74398 1.04295 -1.4736 -0.5563 -0.4010
O 0.69570 -1.39964 -0.04078 0.2420 0.2721 0.5229
C -0.91428 0.27352 0.71684 0.4627 1.3736 -2.2234
C -0.34134 1.16136 -0.41344 0.9446 -1.5477 -0.5632
N -2.13482 -0.40153 0.25953 0.3101 -1.3116 -1.3370
H 0.90416 -0.17013 1.65689 0.6445 0.0508 0.3000
H -0.40664 -1.38308 1.70965 0.5401 -0.5759 0.5894
H -1.08160 0.92586 1.56870 -0.4064 -0.1006 0.4570
H 0.02691 0.51810 -1.23523 -0.3426 -0.4529 0.4529
H -1.00190 1.81399 -0.98302 -0.0242 0.8888 0.8304
H 0.63599 1.46878 -0.02824 -0.2755 1.3149 -0.1522
H -2.54519 0.10784 -0.53115 -0.0417 0.4310 0.6451
H -1.72711 -1.17783 -0.32599 -0.3065 0.3198 1.0420
H 2.15676 -0.86655 -0.68086 -0.5149 -0.1945 -0.5050
H 2.70920 0.41423 -1.34192 -0.0104 -0.0794 -0.0543
O 2.82000 -0.54094 -1.37392 0.2519 0.1677 0.3964
```
Forces are in eV/Å.

Properties
charge	-1
energy relative to the best compared isomer or geometry (same formula, charge and spin)	66.11	kJ/mol
LUMO	4.16	eV
max |F|	2.654	eV Å⁻¹
frontier orbital gap	0.2705	Ha